[1]
{"formula": "C4H6N3OP", "method": "the ωB97M-V functional and the def2-TZVPD basis", "relative_energy_ev": 2.448, "homo_lumo_gap_ev": 8.2, "max_force_ha_per_bohr": 0.0821, "elements": ["P", "O", "N", "N", "N", "C", "C", "C", "C", "H", "H", "H", "H", "H", "H"], "xyz": [[-0.88041, -2.30645, -0.01058], [0.45108, -2.79326, 0.09473], [2.52505, 0.86029, -0.57852], [2.40774, 0.71422, 0.70579], [0.51538, 0.21795, -0.15808], [-1.70811, 0.45515, 0.43313], [-0.73950, -0.42131, -0.34024], [1.21834, 0.35810, 1.00166], [1.36909, 0.55192, -1.11122], [-2.76195, 0.58560, -0.01032], [-0.99851, -0.33296, -1.73527], [0.84628, 0.22490, 1.96140], [-1.96383, -0.00809, 1.31717], [-1.32118, 1.40781, 0.62181], [1.04053, 0.48612, -2.19147]], "lowdin_charge": [0.8968, -0.4453, 0.0062, -0.0021, -0.1443, -0.1242, -0.5033, -0.1664, -0.1801, 0.1110, 0.2085, 0.1121, 0.0269, 0.0645, 0.1396]}

=====

[2]
{"formula": "C4H6N4", "method": "the ωB97M-V functional and the def2-TZVPD basis", "relative_energy_ev": 4.345, "smiles": "c1cn[nH]cn[nH]c1", "homo_lumo_gap_ev": 8.8, "max_force_ha_per_bohr": 0.1095, "elements": ["N", "N", "N", "N", "C", "C", "C", "C", "H", "H", "H", "H", "H", "H"], "xyz": [[0.14763, 1.59505, 0.61763], [-1.54673, -0.96141, -0.61196], [-0.39103, -1.56511, -0.85780], [-1.19678, 1.38659, 0.20635], [-1.80127, 0.34944, -0.17870], [0.83063, -1.35475, -0.43388], [1.24182, 0.88493, 0.55515], [1.64757, -0.32481, 0.07148], [2.72920, -0.62048, 0.56026], [0.08225, 2.53279, 0.95806], [-2.25386, -1.58937, -0.95332], [-2.84909, 0.35961, -0.37464], [1.45279, -2.21674, -0.66685], [1.90688, 1.52425, 1.10822]], "lowdin_charge": [-0.0090, -0.0278, -0.0142, 0.0576, -0.2011, -0.2127, -0.1846, -0.1141, 0.1499, 0.1314, 0.1290, 0.0984, 0.0857, 0.1116]}

=====

[3]
{"formula": "C4H6N4", "method": "the ωB97M-V functional and the def2-TZVPD basis", "relative_energy_ev": 2.544, "smiles": "C=Nn1nccc1N", "homo_lumo_gap_ev": 9.6, "max_force_ha_per_bohr": 0.0316, "elements": ["N", "N", "N", "N", "C", "C", "C", "C", "H", "H", "H", "H", "H", "H"], "xyz": [[1.04015, -1.70852, 0.06889], [-0.00169, -0.86000, 0.13679], [-0.49897, 1.53109, 0.11415], [-1.28344, -1.37136, 0.27253], [-2.26902, -0.69258, -0.19054], [0.36062, 0.44311, 0.10426], [2.08280, -0.91303, -0.02006], [1.70467, 0.45998, -0.03849], [2.33723, 1.33040, -0.08463], [-0.93684, 1.74617, 0.99896], [3.03765, -1.36507, -0.17616], [-0.18255, 2.36089, -0.31313], [-2.17559, 0.25134, -0.75150], [-3.21504, -1.21242, -0.12106]], "lowdin_charge": [0.0801, -0.1604, 0.0938, 0.0566, -0.0224, -0.3593, -0.1595, -0.0302, 0.0960, 0.1016, 0.0910, 0.0782, 0.0720, 0.0627]}

=====

no.,HOMO level (eV)
1,-9.40
2,-8.06
3,-8.79